# C23H25N3O5

The molecule C23H25N3O5 (ωB97M-V/def2-TZVPD, the OMol25 dataset).

Results
HOMO: -8.1 eV
Energy relative to the best compared isomer or geometry (same formula, charge and spin): 37.1 kcal per mole
LUMO: 0.02351 Ha
HOMO-LUMO gap: 8.775 eV

Element x y z (Å)
1 C -3.18 2.80 -4.28
2 C -2.76 2.06 -3.04
3 C -1.72 1.15 -3.08
4 C -1.32 0.47 -1.94
5 C -1.97 0.70 -0.74
6 C -3.02 1.61 -0.68
7 C -3.41 2.28 -1.83
8 H -4.23 2.98 -1.76
9 O -3.75 1.91 0.44
10 C -3.34 1.40 1.68
11 C -2.02 1.95 2.19
12 O -1.50 1.59 3.21
13 O -1.51 2.87 1.37
14 C -0.24 3.43 1.70
15 H -0.13 3.47 2.79
16 H -0.22 4.43 1.27
17 C 0.91 2.60 1.10
18 O 1.69 3.08 0.30
19 N 0.93 1.34 1.55
20 C 1.65 0.24 1.07
21 C 2.88 0.10 0.49
22 N 3.04 -1.22 0.11
23 N 1.93 -1.93 0.57
24 C 1.01 -1.06 1.12
25 O -0.11 -1.35 1.53
26 C 1.62 -3.20 0.07
27 C 0.89 -4.08 0.86
28 C 0.56 -5.33 0.37
29 C 0.97 -5.71 -0.90
30 C 1.69 -4.83 -1.69
31 C 2.01 -3.57 -1.22
32 H 2.54 -2.87 -1.84
33 H 1.99 -5.12 -2.68
34 H 0.71 -6.69 -1.27
35 H -0.01 -6.01 0.98
36 H 0.58 -3.77 1.84
37 C 4.33 -1.87 0.17
38 H 4.77 -1.80 1.17
39 H 4.21 -2.91 -0.09
40 H 5.00 -1.40 -0.55
41 C 3.96 1.09 0.25
42 H 4.44 0.90 -0.70
43 H 4.71 1.02 1.04
44 H 3.54 2.09 0.25
45 H 0.19 1.04 2.19
46 H -4.12 1.68 2.39
47 H -3.26 0.30 1.68
48 H -1.65 0.15 0.14
49 C -0.18 -0.50 -2.00
50 H -0.32 -1.31 -1.28
51 H -0.08 -0.93 -3.00
52 H 0.75 0.01 -1.76
53 H -1.20 0.98 -4.01
54 H -2.36 3.43 -4.63
55 H -4.05 3.42 -4.09
56 H -3.41 2.09 -5.07